*A*
Density functional theory data (wB97M-V/def2-TZVPD) for a molecular structure, C4H7NO2.

```
14
C4H7NO2 wB97M-V/def2-TZVPD
C 0.460 -0.204 -0.615
C -0.404 -0.127 0.364
C 0.956 1.289 -0.916
C 0.256 1.988 0.342
N -1.037 -2.819 0.450
O -0.627 1.078 0.889
O -0.937 -1.708 1.190
H 0.568 -1.117 -1.196
H 1.930 1.503 -0.774
H 0.518 1.843 -1.864
H 1.013 2.301 1.073
H -0.351 2.805 0.046
H -0.359 -3.572 0.622
H -1.986 -3.260 0.391
```

## Properties
- Multiplicity: 3
- Lowest unoccupied orbital energy (spin up / spin down): 0.7 / -1.8 eV
- Total charge: 0

*B*
Density functional theory data (wB97M-V/def2-TZVPD) for C4H7NO2 in the gas phase.

```
14
C4H7NO2 wB97M-V/def2-TZVPD
C 0.955 -0.941 0.324
C 0.559 0.231 -0.408
C 0.326 -1.524 1.579
C -0.749 2.113 -1.039
N -0.414 0.983 -0.221
O -0.247 -1.964 0.367
O -1.477 -1.615 -0.026
H 1.913 -1.487 -0.012
H 1.162 0.401 -1.255
H 0.895 -2.294 2.234
H -0.346 -0.901 2.110
H -0.038 2.908 -0.813
H -0.720 1.643 -2.106
H -1.821 2.449 -0.734
```

## Properties
- Multiplicity: 3
- Lowest unoccupied orbital energy (spin up / spin down): 0.9 / -2.1 eV
- Total charge: 0

Computed relative energies in units of hartree: *A* 0.0000; *B* 0.0719

*A*
Density functional theory data (wB97M-V/def2-TZVPD) for 10 unconnected molecules or ions with the total composition C16H52N8O10.

```
86
C16H52N8O10 wB97M-V/def2-TZVPD
C -0.076 2.329 0.069
C -0.393 0.835 0.288
O 0.360 0.204 -0.714
H 0.923 2.732 0.299
H -0.650 2.837 0.860
H -0.511 2.773 -0.796
H -1.509 0.827 0.217
H -0.159 0.492 1.270
H 0.072 -0.735 -0.790
C -2.329 -1.669 -1.921
C -0.923 -2.286 -1.992
O -0.289 -2.247 -0.723
H -2.468 -0.633 -1.530
H -2.920 -2.385 -1.367
H -2.877 -1.636 -2.904
H -0.351 -1.521 -2.510
H -0.802 -3.198 -2.576
H -0.782 -2.741 -0.117
C -4.042 2.434 1.221
C -4.234 1.309 0.210
O -5.614 1.229 -0.082
H -3.889 3.447 0.675
H -3.178 2.248 1.804
H -4.884 2.562 1.857
H -3.923 0.308 0.528
H -3.578 1.499 -0.650
H -5.742 0.651 -0.858
C 1.163 -3.785 1.707
C 1.937 -2.485 1.772
O 1.138 -1.528 2.466
H 0.317 -3.729 0.968
H 0.656 -4.098 2.643
H 1.928 -4.555 1.358
H 2.081 -2.164 0.672
H 2.949 -2.741 2.213
H 1.555 -0.642 2.293
C -0.934 0.759 -4.267
C 0.033 1.223 -5.369
O 0.927 2.317 -4.904
H -0.492 0.389 -3.352
H -1.532 -0.014 -4.686
H -1.581 1.530 -3.976
H -0.455 1.575 -6.233
H 0.589 0.329 -5.717
H 1.825 1.932 -4.955
C -1.465 1.672 3.526
C -0.723 0.720 4.409
O -1.762 -0.152 4.904
H -0.828 2.253 2.918
H -2.326 2.184 4.025
H -1.992 1.026 2.811
H -0.272 1.212 5.288
H 0.076 0.109 3.919
H -1.721 -0.499 5.813
C 2.897 2.220 -2.221
O 3.459 3.085 -3.178
N 3.594 1.837 -1.166
N 1.685 1.681 -2.392
H 4.363 2.398 -0.902
H 3.206 1.385 -0.332
H 1.186 1.909 -3.248
H 1.182 1.259 -1.641
C 2.798 1.111 2.090
O 2.032 2.153 2.469
N 2.727 0.419 1.030
N 3.749 0.617 2.863
H 1.807 0.478 0.482
H 3.417 -0.236 0.782
H 3.437 0.958 3.774
H 4.413 -0.264 2.723
C -2.403 -2.287 2.006
O -2.051 -3.143 0.971
N -3.566 -2.220 2.563
N -1.511 -1.532 2.564
H -4.247 -2.966 2.262
H -3.597 -2.103 3.570
H -0.506 -1.663 2.364
H -1.754 -0.939 3.360
C 3.574 -1.336 -2.700
O 3.868 -2.596 -3.065
N 4.377 -0.493 -2.104
N 2.353 -0.777 -3.022
H 5.404 -0.753 -2.032
H 4.091 0.498 -1.736
H 1.632 -1.400 -3.418
H 2.062 0.199 -2.734
```

## Properties
- Multiplicity: 1
- Lowest unoccupied orbital energy: 0.0 eV
- Total charge: 0

*B*
Density functional theory data (wB97M-V/def2-TZVPD) for 10 unconnected molecules or ions with the total composition C16H52N8O10.

```
86
C16H52N8O10 wB97M-V/def2-TZVPD
C -16.209 -9.475 -5.671
O -15.850 -9.476 -4.500
N -15.384 -9.885 -6.684
N -17.480 -9.137 -6.051
H -15.690 -9.909 -7.639
H -14.408 -9.930 -6.459
H -17.737 -9.115 -7.024
H -18.051 -8.625 -5.402
C -18.079 -10.765 -9.756
O -17.953 -10.761 -8.514
N -17.033 -11.103 -10.558
N -19.271 -10.593 -10.370
H -17.136 -11.243 -11.546
H -16.140 -11.319 -10.157
H -19.338 -10.742 -11.359
H -20.041 -10.193 -9.843
C -21.463 -9.792 -7.619
O -21.268 -9.150 -8.667
N -20.448 -10.396 -6.950
N -22.698 -9.873 -7.061
H -20.673 -10.989 -6.167
H -19.593 -10.490 -7.481
H -23.412 -9.367 -7.550
H -22.859 -10.260 -6.143
C -23.008 -10.697 -3.018
O -23.042 -10.797 -4.242
N -24.117 -10.787 -2.222
N -21.873 -10.261 -2.388
H -24.053 -10.732 -1.224
H -24.941 -11.155 -2.663
H -21.082 -10.180 -3.012
H -21.726 -10.257 -1.397
C -24.770 -7.876 -4.668
C -25.847 -8.156 -5.678
O -27.050 -7.539 -5.259
H -24.926 -8.420 -3.732
H -24.651 -6.820 -4.432
H -23.815 -8.284 -5.007
H -25.988 -9.243 -5.770
H -25.521 -7.847 -6.681
H -27.772 -7.823 -5.825
C -20.978 -14.077 -7.509
C -21.315 -13.550 -6.133
O -22.397 -12.642 -6.250
H -21.865 -14.496 -7.986
H -20.169 -14.802 -7.486
H -20.665 -13.221 -8.112
H -20.425 -13.079 -5.687
H -21.538 -14.365 -5.427
H -22.412 -12.092 -5.455
C -18.680 -12.599 -2.879
C -18.661 -11.090 -3.077
O -19.607 -10.716 -4.117
H -18.032 -12.888 -2.050
H -18.387 -13.125 -3.788
H -19.696 -12.917 -2.628
H -17.673 -10.745 -3.377
H -18.960 -10.608 -2.146
H -19.067 -10.702 -4.916
C -17.001 -15.041 -6.294
C -16.943 -13.602 -6.790
O -18.119 -13.328 -7.533
H -17.447 -15.072 -5.301
H -16.006 -15.487 -6.279
H -17.612 -15.662 -6.949
H -16.037 -13.388 -7.368
H -16.918 -12.937 -5.914
H -18.047 -12.468 -7.980
C -21.534 -7.785 -11.930
C -21.755 -6.701 -10.882
O -20.840 -6.656 -9.811
H -21.333 -8.714 -11.385
H -20.663 -7.542 -12.537
H -22.422 -7.957 -12.537
H -22.775 -6.687 -10.477
H -21.675 -5.741 -11.407
H -21.095 -7.343 -9.175
C -25.163 -8.291 -9.675
C -24.470 -9.477 -10.292
O -25.007 -9.671 -11.612
H -26.168 -8.515 -9.313
H -25.167 -7.413 -10.319
H -24.615 -7.937 -8.791
H -24.458 -10.404 -9.715
H -23.412 -9.198 -10.397
H -24.743 -10.551 -11.894
```

## Properties
- Multiplicity: 1
- Lowest unoccupied orbital energy: 0.3 eV
- Total charge: 0

Computed relative energies in units of hartree: *A* 0.2701; *B* 0.0000

*A*
Density functional theory data (wB97M-V/def2-TZVPD) for C5H7F in the gas phase.

```
13
C5H7F wB97M-V/def2-TZVPD
C -1.182 0.443 -1.584
C 0.265 0.312 -1.214
C 0.841 -0.207 -0.123
C 0.045 -0.534 1.113
C 0.663 -0.376 2.276
H -1.394 -0.033 -2.571
H -1.766 -0.148 -0.928
H -1.499 1.476 -1.613
H 1.940 -0.095 0.031
H -0.977 -0.852 1.071
H 1.762 -0.208 2.456
H 0.228 -0.615 3.276
F 1.074 0.837 -2.190
```

## Properties
- Multiplicity: 1
- Lowest unoccupied orbital energy: 1.1 eV
- Total charge: 0

*B*
Density functional theory data (wB97M-V/def2-TZVPD) for C5H7F in the gas phase.

```
13
C5H7F wB97M-V/def2-TZVPD
C -0.940 -0.816 0.503
C -0.580 -0.544 -0.963
C -0.526 0.658 0.770
C 0.155 0.781 -0.528
C 1.549 0.577 -0.121
F 1.932 -0.621 0.198
H -1.901 -1.215 0.880
H -0.227 -1.421 0.886
H -0.025 -1.436 -1.263
H -1.211 -0.218 -1.756
H -0.156 1.300 1.554
H 0.146 1.765 -0.936
H 1.785 1.191 0.775
```

## Properties
- Multiplicity: 1
- Lowest unoccupied orbital energy (spin up / spin down): 0.6 / 0.5 eV
- Total charge: 0

Computed relative energies in units of hartree: *A* 0.0000; *B* 0.1485

*A*
Density functional theory data (wB97M-V/def2-TZVPD) for C21H28N4OS in the gas phase.

```
55
C21H28N4OS wB97M-V/def2-TZVPD
C -7.857 -1.005 0.584
C -6.412 -0.750 0.283
C -6.032 0.200 -0.657
C -4.702 0.461 -0.927
C -3.708 -0.226 -0.240
C -4.080 -1.196 0.690
C -5.412 -1.450 0.947
H -5.677 -2.204 1.674
H -3.316 -1.754 1.215
N -2.338 -0.055 -0.469
C -1.651 1.037 -0.900
N -0.322 0.863 -1.119
C 0.384 -0.372 -0.849
H -0.174 -1.226 -1.252
H 1.338 -0.327 -1.377
C 0.709 -0.591 0.635
H -0.191 -0.762 1.230
C 1.643 -1.792 0.795
N 2.867 -1.602 0.039
C 3.518 -2.846 -0.330
C 4.699 -2.526 -1.249
H 5.242 -3.436 -1.511
O 5.626 -1.678 -0.618
C 5.003 -0.479 -0.218
C 3.826 -0.747 0.718
H 3.353 0.202 0.972
H 4.195 -1.221 1.646
H 5.770 0.110 0.287
H 4.636 0.070 -1.097
H 4.318 -2.048 -2.164
H 2.806 -3.479 -0.864
H 3.887 -3.394 0.555
H 1.140 -2.681 0.402
H 1.842 -1.964 1.866
H 1.186 0.309 1.024
C 0.499 1.967 -1.577
C 1.381 2.516 -0.488
N 2.689 2.408 -0.674
C 3.501 2.880 0.258
C 3.054 3.471 1.429
C 1.685 3.579 1.627
C 0.830 3.097 0.652
H -0.241 3.173 0.755
H 1.293 4.038 2.523
H 3.756 3.837 2.163
H 4.558 2.772 0.051
H -0.176 2.752 -1.931
H 1.129 1.627 -2.403
S -2.376 2.513 -1.124
H -1.785 -0.825 -0.121
H -4.441 1.196 -1.668
H -6.792 0.746 -1.197
H -8.477 -0.791 -0.283
H -8.186 -0.361 1.400
H -8.015 -2.038 0.886
```

## Properties
- Multiplicity: 1
- Lowest unoccupied orbital energy: 0.6 eV
- Total charge: 0

*B*
Density functional theory data (wB97M-V/def2-TZVPD) for C21H28N4OS in the gas phase.

```
55
C21H28N4OS wB97M-V/def2-TZVPD
C 8.584 1.592 0.853
H 8.580 1.030 1.783
H 9.025 0.975 0.075
H 9.205 2.476 0.977
C 7.160 2.010 0.501
N 6.230 0.897 0.580
C 6.390 -0.048 -0.509
C 5.464 -1.243 -0.303
N 4.088 -0.793 -0.266
C 3.927 0.148 0.826
C 4.849 1.342 0.616
H 4.727 2.043 1.444
H 4.564 1.852 -0.322
H 2.888 0.484 0.849
H 4.167 -0.323 1.797
C 3.146 -1.896 -0.171
C 1.736 -1.420 -0.387
C 0.699 -1.805 0.450
C -0.597 -1.371 0.237
C -0.876 -0.527 -0.832
C 0.163 -0.131 -1.673
C 1.450 -0.576 -1.454
H 2.253 -0.263 -2.103
H -0.045 0.528 -2.506
N -2.159 -0.043 -1.114
C -3.335 -0.290 -0.443
O -3.429 -0.992 0.537
N -4.394 0.366 -1.033
C -5.738 0.364 -0.648
C -6.218 -0.342 0.448
C -7.562 -0.301 0.774
C -8.448 0.445 0.012
C -7.970 1.155 -1.086
C -6.633 1.115 -1.412
H -6.276 1.671 -2.268
H -8.660 1.736 -1.679
S -10.183 0.572 0.334
C -10.435 -0.486 1.787
H -11.499 -0.438 2.002
H -10.152 -1.508 1.556
H -9.872 -0.100 2.631
H -7.898 -0.861 1.632
H -5.538 -0.925 1.046
H -4.205 0.928 -1.850
H -2.196 0.560 -1.924
H -1.392 -1.680 0.894
H 0.902 -2.457 1.286
H 3.403 -2.615 -0.957
H 3.222 -2.418 0.800
H 5.585 -1.943 -1.134
H 5.748 -1.756 0.634
H 7.422 -0.400 -0.529
H 6.157 0.422 -1.482
H 6.829 2.757 1.227
H 7.145 2.482 -0.499
```

## Properties
- Multiplicity: 1
- Lowest unoccupied orbital energy: 0.5 eV
- Total charge: 0

Computed relative energies in units of hartree: *A* 0.0307; *B* 0.0000